This record from the OMol25 dataset describes a molecular structure, C15H18IKN3O2P. The level of theory is the ωB97M-V functional and the def2-TZVPD basis.

XYZ file:
```
41
Properties=species:S:1:pos:R:3:mulliken_charge:R:1
K -1.42501 1.07445 -0.56483 0.755
O -4.18325 -0.10042 0.65328 -0.708
C -3.67012 0.46883 1.61001 0.553
C -4.13392 0.29998 3.05051 -0.347
C -3.07551 1.03832 3.84902 -0.507
C -2.18846 1.65436 2.77238 0.363
O -1.19354 2.32011 3.02977 -0.667
N -2.61056 1.33566 1.51313 -0.436
H -4.23849 -0.76063 3.27834 0.240
H -5.13063 0.73729 3.13315 0.239
H -2.46080 0.38946 4.47539 0.206
H -3.45831 1.82082 4.50391 0.311
I 2.84577 1.90263 -5.88969 0.165
C 1.12853 1.47297 -4.89893 -0.242
C 0.07993 0.69225 -5.32627 -0.377
N -0.82744 0.69335 -4.33496 0.081
N -0.44446 1.42979 -3.27633 -0.291
C 0.74336 1.90698 -3.61870 -0.412
H -0.09178 0.14999 -6.23962 0.459
H -1.71882 0.22952 -4.31866 0.180
H 1.28850 2.53850 -2.93571 0.466
C 0.50567 -3.38045 0.10332 -1.286
P 0.34358 -1.64458 -0.43243 0.341
C 1.29335 -1.70515 -2.00137 -1.254
C 1.48458 -0.72017 0.65722 0.396
C 2.87817 -0.79127 0.58105 -0.096
C 3.67086 -0.03840 1.42944 -0.743
C 3.08153 0.80447 2.36805 -0.330
C 1.70354 0.88881 2.46592 -0.637
C 0.91750 0.11937 1.61260 -0.432
H 1.54554 -3.71758 0.10306 0.344
H -0.06993 -4.02505 -0.56175 0.387
H 0.10531 -3.50086 1.10976 0.358
H 2.25704 -2.20945 -1.90088 0.369
H 1.47791 -0.70321 -2.39258 0.292
H 0.71433 -2.24385 -2.75410 0.415
H 3.34933 -1.43693 -0.15017 0.243
H 4.74868 -0.10302 1.36052 0.380
H 3.70589 1.39496 3.02680 0.386
H 1.21010 1.54051 3.17332 0.457
H -0.15798 0.17762 1.73703 0.384
```

energy relative to the best compared isomer or geometry (same formula, charge and spin) = 96.9 kJ/mol
M = 469.3 g/mol
HOMO-LUMO gap = 8.2 eV